9
Properties=species:S:1:pos:R:3:forces:R:3 method="wB97M-V/def2-TZVPD" lumo_ev="-1.30 / -1.30" e_tot_ev=-28359.7601 e_homo_ev="-9.06 / -9.06" de_lowest_ev=4.399
O 0.028882 1.280071 -1.561051 1.17 -0.25 0.98
O -0.180182 -0.384122 2.107290 -0.57 0.92 -0.86
O 1.344511 -0.475630 0.096437 -1.13 0.05 -0.39
O -1.059843 1.053711 -0.683935 0.75 -2.44 1.91
P -0.150149 -0.874760 0.552975 1.07 3.30 0.18
S -0.744411 -2.622329 0.246087 -0.42 0.02 -0.13
H -0.392205 1.601116 -2.339250 -0.73 0.18 -1.11
H -0.256382 0.573960 2.418883 0.25 -1.71 -1.31
H 1.409781 -0.152019 -0.837436 -0.40 -0.07 0.71